{"formula": "C66H63BF13N2O28", "method": "ωB97M-V with the def2-TZVPD basis set", "elements": ["C", "C", "O", "B", "O", "N", "C", "C", "N", "C", "C", "C", "O", "C", "C", "F", "F", "C", "F", "F", "C", "F", "F", "C", "F", "F", "C", "F", "F", "C", "F", "F", "F", "C", "C", "C", "C", "C", "C", "C", "C", "C", "O", "C", "C", "C", "C", "C", "C", "C", "H", "H", "H", "H", "H", "H", "H", "H", "H", "H", "H", "H", "H", "H", "H", "H", "H", "H", "H", "H", "H", "H", "H", "H", "H", "H", "H", "H", "H", "H", "H", "H", "H", "H", "H", "H", "H", "H", "H", "C", "C", "C", "O", "C", "C", "C", "O", "O", "O", "H", "H", "H", "H", "C", "C", "C", "O", "C", "C", "C", "O", "O", "O", "H", "H", "H", "H", "C", "C", "C", "O", "C", "C", "C", "O", "O", "O", "H", "H", "H", "H", "C", "C", "C", "O", "C", "C", "C", "O", "O", "O", "H", "H", "H", "H", "C", "C", "C", "O", "C", "C", "C", "O", "O", "O", "H", "H", "H", "H", "C", "C", "C", "O", "C", "C", "C", "O", "O", "O", "H", "H", "H", "H"], "positions_angstrom": [[-0.3884, 4.1728, 6.0934], [-0.0970, 3.5665, 4.6360], [-1.0867, 2.5650, 4.2190], [-2.0419, 3.1511, 3.3055], [-2.6691, 4.4153, 3.5593], [-2.3941, 2.3850, 2.0235], [-3.5220, 1.6914, 1.7628], [-4.6610, 1.6827, 2.8633], [-4.3746, 0.8986, 4.0998], [-3.3768, 1.0898, 0.2874], [-3.9990, -0.3190, -0.1569], [-5.2907, -0.7996, 0.6887], [-6.4871, -0.0475, 0.4497], [-7.5746, -0.8073, -0.0885], [-9.0066, -0.4705, 0.5260], [-10.0825, -0.6608, -0.3953], [-9.2356, -1.4515, 1.5644], [-9.1555, 0.9530, 1.2309], [-8.2862, 1.1307, 2.3594], [-10.4779, 0.9590, 1.8139], [-9.1172, 2.2222, 0.2572], [-8.2557, 2.0990, -0.8572], [-8.5917, 3.3119, 1.0408], [-10.5387, 2.7186, -0.2811], [-10.2908, 3.9881, -0.9227], [-11.0823, 1.8868, -1.3107], [-3.9805, 2.1671, -0.7146], [-5.1883, 1.7536, -1.3926], [-3.1279, 2.5032, -1.8302], [-4.4894, 3.5783, -0.1437], [-5.6971, 3.4921, 0.6183], [-4.9537, 4.2603, -1.3290], [-3.5397, 4.4561, 0.3789], [-1.7535, 0.8603, 0.4055], [-1.1859, 0.2773, -0.9809], [0.2062, 0.8132, -1.5239], [-0.0456, 1.7234, -2.8584], [1.2467, 1.4139, -3.8072], [-0.0043, 3.3040, -2.5711], [-1.0676, -0.0053, 1.5108], [-2.0493, -1.1826, 2.2748], [-1.1839, -2.2397, 3.2743], [-1.8326, -2.6003, 1.8240], [-1.3502, 2.3589, 0.9038], [0.0779, 2.8701, 1.2623], [0.2898, 4.4267, 1.0498], [1.6177, 5.1502, 1.3415], [2.8568, 4.3880, 1.8783], [2.7141, 2.8550, 2.0635], [1.3500, 2.1636, 1.7483], [-1.2709, 4.9191, 6.1051], [0.5334, 4.7436, 6.4644], [-0.6436, 3.3814, 6.8790], [0.9640, 3.1151, 4.6758], [-0.0445, 4.3842, 3.8248], [-2.3481, 5.0060, 2.8349], [-4.9220, 2.7598, 3.2020], [-5.6564, 1.2754, 2.4376], [-3.3641, 0.6611, 4.1766], [-4.6538, 1.4254, 4.9409], [-3.2672, -1.2118, -0.0270], [-4.1857, -0.4189, -1.2954], [-5.3762, -1.9308, 0.4540], [-5.1072, -0.7747, 1.8323], [-7.4608, -1.9441, -0.0487], [-7.6387, -0.5475, -1.2159], [-11.3170, 2.9300, 0.5191], [-1.9406, 0.3253, -1.8553], [-1.0608, -0.8613, -0.8017], [0.9169, 1.2961, -0.7830], [0.7769, -0.1075, -1.9352], [-0.9480, 1.3727, -3.4646], [1.3202, 0.2903, -4.0622], [2.2348, 1.6712, -3.2684], [1.1212, 1.9729, -4.7925], [0.8350, 3.7915, -3.1753], [-1.0130, 3.7837, -2.7961], [0.2568, 3.4462, -1.4699], [-0.6647, 0.5138, 2.4505], [-0.2109, -0.6965, 1.1598], [-3.1451, -0.8505, 2.6472], [-1.3456, -3.3496, 3.4350], [-1.9874, -1.9723, 4.0952], [-1.5711, 3.0349, -0.0124], [-0.5742, 5.0810, 0.6572], [1.6573, 6.2895, 1.1862], [3.7896, 4.9983, 2.0950], [3.6057, 2.2558, 2.4472], [1.3105, 1.0408, 1.8903], [-0.2992, -6.0238, 1.5671], [-0.1116, -6.7409, 0.4583], [1.2109, -7.3514, 0.1430], [1.3426, -8.0168, -0.8696], [2.3169, -7.1183, 1.0774], [2.1303, -6.3983, 2.1852], [0.8011, -5.8112, 2.5136], [0.6616, -5.1733, 3.5434], [3.1481, -6.1711, 3.0608], [-1.1229, -6.9492, -0.4391], [-1.2527, -5.5774, 1.8084], [3.2758, -7.5519, 0.8275], [2.7598, -5.6297, 3.7755], [-0.7281, -7.4964, -1.1472], [5.8195, 0.0155, 4.5909], [6.3843, -1.1878, 4.7227], [7.1122, -1.8328, 3.5915], [7.6308, -2.9223, 3.7532], [7.1679, -1.1166, 2.3128], [6.6002, 0.0844, 2.1818], [5.8968, 0.7395, 3.3202], [5.4045, 1.8484, 3.1652], [6.6401, 0.7625, 1.0023], [6.3191, -1.8731, 5.8940], [5.2905, 0.4954, 5.4036], [7.6833, -1.6021, 1.4950], [6.1639, 1.5985, 1.1658], [6.8017, -2.7082, 5.7339], [5.6335, 2.9995, -4.6046], [6.8897, 2.6896, -4.9353], [7.8358, 2.1135, -3.9370], [8.9687, 1.8249, -4.2773], [7.3537, 1.9207, -2.5644], [6.0998, 2.2342, -2.2354], [5.1467, 2.7842, -3.2398], [4.0011, 3.0423, -2.9046], [5.6375, 2.0637, -0.9644], [7.3570, 2.8861, -6.1970], [4.9364, 3.4162, -5.3195], [8.0545, 1.5187, -1.8448], [4.7062, 2.3610, -0.9854], [8.2863, 2.5836, -6.1802], [-5.0135, -9.2207, 1.5843], [-4.1416, -8.2335, 1.3614], [-4.1288, -7.0055, 2.2088], [-3.3091, -6.1297, 1.9911], [-5.1219, -6.8991, 3.2816], [-5.9944, -7.8851, 3.5012], [-5.9908, -9.1240, 2.6727], [-6.7904, -10.0108, 2.9138], [-6.9225, -7.7986, 4.4908], [-3.2311, -8.3145, 0.3494], [-5.0336, -10.1175, 0.9796], [-5.1128, -5.9959, 3.8769], [-7.4292, -8.6336, 4.4455], [-2.7012, -7.4842, 0.3836], [3.8194, -5.0285, -5.3449], [3.3887, -6.1116, -5.9961], [2.6681, -7.2086, -5.2882], [2.2727, -8.1734, -5.9174], [2.4678, -7.0777, -3.8407], [2.9016, -5.9964, -3.1904], [3.5975, -4.8877, -3.9027], [3.9637, -3.9060, -3.2772], [2.7254, -5.8614, -1.8458], [3.5892, -6.2578, -7.3334], [4.3414, -4.2248, -5.8467], [1.9595, -7.8880, -3.3352], [3.1236, -4.9985, -1.6175], [3.1862, -7.1179, -7.5642], [6.8448, 9.0805, -5.6021], [6.4089, 8.0035, -6.2597], [5.7004, 6.8971, -5.5550], [5.2993, 5.9370, -6.1898], [5.5178, 7.0111, -4.1042], [5.9567, 8.0862, -3.4466], [6.6407, 9.2050, -4.1555], [7.0116, 10.1793, -3.5244], [5.7968, 8.2052, -2.0999], [6.5930, 7.8724, -7.6014], [7.3582, 9.8913, -6.1016], [5.0178, 6.1932, -3.6021], [6.1953, 9.0669, -1.8667], [6.1896, 7.0140, -7.8366]], "mulliken_charge": [-1.258, 0.287, -0.344, 0.810, -0.472, 1.033, -2.109, -0.989, -0.357, 2.721, -0.726, -1.139, 0.026, -0.771, 1.022, -0.299, -0.315, 0.519, -0.248, -0.338, 0.708, -0.263, -0.298, 0.120, -0.263, -0.241, 0.717, -0.266, -0.292, 0.105, -0.106, -0.298, -0.162, 1.211, -1.073, -0.641, 0.574, -1.463, -0.661, -1.456, 0.894, -1.299, -0.356, -1.782, 1.574, -0.558, -0.782, -0.693, -0.750, 0.053, 0.258, 0.384, 0.295, 0.210, 0.051, 0.394, 0.570, -0.242, 0.226, 0.380, 0.586, 0.571, 0.493, 0.068, 0.393, 0.239, 0.287, 0.396, 0.491, 0.072, 0.467, 0.318, 0.361, 0.258, 0.424, 0.455, 0.080, -0.086, 0.475, 0.444, -0.135, 0.427, 0.177, 0.124, 0.304, 0.364, 0.451, 0.470, 0.301, -0.625, 0.229, 1.000, -0.661, -0.952, 0.318, 0.829, -0.664, -0.585, -0.636, 0.622, 0.489, 0.345, 0.280, -1.037, 0.351, 0.912, -0.597, -0.730, 0.023, 1.081, -0.734, -0.375, -0.564, 0.456, 0.476, 0.358, 0.353, -0.982, 0.270, 0.829, -0.595, -0.633, -0.048, 1.049, -0.615, -0.421, -0.575, 0.523, 0.547, 0.215, 0.352, -0.664, 0.228, 0.868, -0.380, -1.110, 0.316, 0.943, -0.595, -0.570, -0.593, 0.461, 0.458, 0.349, 0.273, -0.995, 0.330, 0.857, -0.594, -0.683, 0.070, 0.908, -0.650, -0.300, -0.562, 0.430, 0.575, 0.297, 0.354, -0.896, 0.373, 0.962, -0.621, -0.998, 0.355, 0.834, -0.604, -0.565, -0.556, 0.421, 0.585, 0.354, 0.346], "multiplicity": 1, "charge": 1}

---

{"formula": "C66H65BClF2N3O15PS2", "method": "ωB97M-V with the def2-TZVPD basis set", "elements": ["C", "C", "O", "B", "O", "C", "C", "C", "C", "N", "C", "S", "O", "C", "C", "C", "C", "C", "C", "C", "S", "O", "O", "Cl", "N", "C", "O", "F", "C", "O", "F", "N", "C", "C", "C", "C", "O", "C", "C", "O", "P", "C", "C", "H", "H", "H", "H", "H", "H", "H", "H", "H", "H", "H", "H", "H", "H", "H", "H", "H", "H", "H", "H", "H", "H", "H", "H", "H", "H", "H", "H", "H", "H", "H", "H", "H", "H", "H", "H", "H", "H", "H", "H", "H", "C", "C", "C", "C", "C", "C", "C", "O", "C", "C", "C", "C", "C", "C", "C", "O", "H", "H", "H", "H", "H", "H", "H", "H", "C", "C", "C", "C", "C", "C", "C", "O", "C", "C", "C", "C", "C", "C", "C", "O", "H", "H", "H", "H", "H", "H", "H", "H", "C", "C", "C", "C", "C", "C", "C", "O", "C", "C", "C", "C", "C", "C", "C", "O", "H", "H", "H", "H", "H", "H", "H", "H"], "positions_angstrom": [[-0.9152, 5.2724, 5.0983], [-1.9647, 4.8202, 4.0168], [-1.2901, 4.1644, 2.9133], [-1.5621, 2.7623, 2.9255], [-0.5653, 1.9978, 3.5029], [-2.9293, 2.3058, 2.2122], [-3.5054, 1.0067, 2.9539], [-4.1042, 1.3877, 4.4011], [-3.1239, 1.1129, 5.5990], [-2.5570, -0.0910, 3.1780], [-3.1254, -1.2010, 3.2696], [-4.0486, -2.4736, 3.0101], [-4.6205, 0.5056, 2.2034], [-5.3699, 1.4724, 1.4742], [-6.5612, 0.6733, 0.8689], [-4.5553, 2.4573, 0.4664], [-4.9389, 2.2538, -1.0564], [-4.6991, 3.5125, -2.0245], [-5.8490, 3.6543, -3.1057], [-5.6494, 4.8962, -4.0367], [-5.4590, 6.4726, -3.1474], [-4.1376, 6.6086, -2.5603], [-6.5496, 6.7597, -2.2499], [-5.5480, 7.9211, -4.6449], [-5.1498, 3.7513, 0.8046], [-6.5467, 3.9701, 0.6191], [-6.9928, 4.6255, -0.2356], [-7.5057, 3.5498, 1.5244], [-4.6125, 4.9752, 1.2360], [-4.6759, 5.3155, 2.3641], [-4.1190, 5.9572, 0.4123], [-3.0712, 2.2708, 0.7296], [-2.2788, 3.2018, -0.1305], [-0.7570, 3.4690, -0.0484], [-0.1300, 3.6274, -1.5051], [-0.5698, 4.9408, -2.2168], [0.2484, 5.0471, -3.4255], [-0.4954, 4.7800, -4.5596], [-0.1873, 3.5313, -5.4575], [-1.3770, 5.4927, -4.9308], [-2.4037, 0.6632, 0.0961], [-0.7802, 0.0900, 0.6691], [-3.4608, -0.7531, -0.3180], [-0.0896, 5.8421, 4.6076], [-1.4017, 5.9944, 5.8041], [-0.4740, 4.4103, 5.6578], [-2.5263, 5.7312, 3.7045], [-2.7350, 4.1327, 4.4770], [-0.2454, 2.4742, 4.2918], [-3.6097, 3.0571, 2.7163], [-4.5841, 2.3929, 4.4244], [-4.9423, 0.6494, 4.5341], [-3.6748, 1.4363, 6.5249], [-2.9199, 0.0267, 5.7563], [-2.1872, 1.7113, 5.5789], [-5.8215, 2.0638, 2.3225], [-6.2865, -0.2229, 0.2722], [-7.1600, 0.2926, 1.7385], [-7.2844, 1.3019, 0.2889], [-4.3956, 1.4529, -1.6003], [-6.0196, 2.0424, -1.2405], [-3.7756, 3.3248, -2.6406], [-4.5196, 4.4705, -1.4975], [-5.7230, 2.7542, -3.7698], [-6.8699, 3.5676, -2.6718], [-6.5095, 5.0198, -4.7389], [-4.7146, 4.7363, -4.6274], [-2.7448, 4.2078, -0.3278], [-2.3468, 2.7675, -1.1647], [-0.6043, 4.4801, 0.4203], [-0.0768, 2.7857, 0.4951], [-0.4669, 2.7218, -2.0866], [0.9743, 3.5290, -1.4051], [-1.6480, 4.9603, -2.5067], [-0.2969, 5.8445, -1.6130], [-0.3498, 3.8204, -6.5221], [0.9037, 3.2880, -5.3517], [-0.7825, 2.6375, -5.1675], [-0.1320, 0.7141, 1.3201], [-0.8891, -0.8896, 1.2147], [-0.1479, -0.1713, -0.2222], [-2.8817, -1.4525, -0.9822], [-4.4394, -0.5984, -0.8171], [-3.6872, -1.3717, 0.5966], [-0.9579, -7.3877, 0.8089], [-1.4619, -6.1507, 1.2009], [-0.9077, -4.9836, 0.6978], [0.1619, -5.0474, -0.1914], [0.6819, -6.2872, -0.5650], [0.1117, -7.4562, -0.0713], [1.8540, -6.3713, -1.4742], [2.3043, -7.4495, -1.8026], [2.4685, -5.1122, -1.9655], [3.6009, -5.1707, -2.7711], [4.1761, -4.0014, -3.2469], [3.6160, -2.7680, -2.9267], [2.4903, -2.7036, -2.1194], [1.9181, -3.8738, -1.6282], [0.7360, -3.7927, -0.7374], [0.2433, -2.7135, -0.4502], [-1.3975, -8.2992, 1.1957], [-2.2898, -6.0988, 1.8986], [-1.3065, -4.0226, 1.0017], [0.5044, -8.4206, -0.3696], [4.0386, -6.1283, -3.0256], [5.0618, -4.0491, -3.8706], [4.0622, -1.8559, -3.3049], [2.0610, -1.7411, -1.8692], [3.7315, -4.0657, 10.8586], [3.7875, -2.6876, 11.0477], [3.0868, -1.8406, 10.2025], [2.3358, -2.3674, 9.1564], [2.2993, -3.7488, 8.9523], [2.9900, -4.5956, 9.8134], [1.5429, -4.3240, 7.8117], [1.5062, -5.5250, 7.6340], [0.8369, -3.4020, 6.8842], [0.1704, -3.9187, 5.7779], [-0.5027, -3.0680, 4.9142], [-0.5213, -1.6946, 5.1541], [0.1476, -1.1785, 6.2542], [0.8350, -2.0271, 7.1156], [1.5755, -1.4533, 8.2689], [1.5619, -0.2550, 8.4767], [4.2724, -4.7264, 11.5255], [4.3774, -2.2749, 11.8574], [3.1289, -0.7692, 10.3564], [2.9536, -5.6681, 9.6666], [0.1784, -4.9851, 5.5870], [-1.0181, -3.4744, 4.0507], [-1.0563, -1.0452, 4.4811], [0.1374, -0.1107, 6.4385], [7.5667, 1.5098, -7.5332], [6.8713, 0.9721, -6.4538], [6.8645, -0.3985, -6.2446], [7.5435, -1.2396, -7.1208], [8.2205, -0.7019, -8.2163], [8.2392, 0.6754, -8.4129], [8.9095, -1.5893, -9.1887], [9.5019, -1.1211, -10.1400], [8.8528, -3.0581, -8.9801], [9.4436, -3.9065, -9.9111], [9.4079, -5.2796, -9.7191], [8.7894, -5.8112, -8.5910], [8.1943, -4.9703, -7.6630], [8.2154, -3.5926, -7.8588], [7.5447, -2.7047, -6.8772], [7.0000, -3.1689, -5.8924], [7.5788, 2.5819, -7.6904], [6.3360, 1.6248, -5.7741], [6.3266, -0.8127, -5.4006], [8.7747, 1.0972, -9.2546], [9.9289, -3.4976, -10.7890], [9.8643, -5.9386, -10.4481], [8.7685, -6.8838, -8.4388], [7.7100, -5.3884, -6.7890]], "mulliken_charge": [-1.281, 0.021, -0.589, 0.808, -0.657, 0.531, 0.070, -0.867, -1.119, -0.263, 0.777, -0.170, -0.250, -0.759, -1.787, 0.552, -1.260, 0.302, -1.000, -0.803, 1.160, -0.470, -0.541, -0.261, 1.037, 0.286, -0.262, -0.291, 0.271, -0.483, -0.220, 1.189, -0.507, -0.530, -1.119, -0.075, -0.389, 0.746, -1.001, -0.485, 0.159, -0.264, -0.959, 0.317, 0.416, 0.214, 0.331, 0.067, 0.208, -0.879, 0.399, 0.584, 0.469, 0.330, 0.092, 0.662, 0.257, 0.408, 0.349, 0.308, 0.615, 0.576, -0.569, 0.372, 0.450, 0.522, 0.436, 0.261, 0.102, 0.579, 0.323, 0.196, 0.491, 0.057, 0.240, 0.349, 0.336, 0.203, 0.418, 0.119, 0.252, 0.538, 0.317, -0.156, -0.539, -0.689, -0.456, 0.281, 0.415, -0.712, 0.470, -0.666, 0.367, -0.727, -0.455, -0.688, -0.436, 0.200, 0.221, -0.541, 0.404, 0.443, 0.678, 0.495, 0.472, 0.559, 0.510, 0.409, -0.473, -0.500, -0.534, 0.285, 0.159, -0.568, 0.633, -0.661, 0.179, -1.028, -0.620, 0.785, -0.881, -0.068, 0.415, -0.675, 0.407, 0.403, 0.461, 0.469, 0.473, 0.370, 0.595, 0.555, -0.419, -0.566, -0.477, 0.017, 0.403, -0.679, 0.559, -0.659, 0.231, -0.576, -0.476, -0.505, -0.506, 0.245, 0.435, -0.691, 0.394, 0.406, 0.637, 0.474, 0.472, 0.398, 0.402, 0.476], "multiplicity": 1, "charge": 1}

---

| no. | Kohn-Sham gap (hartree) |
| --- | --- |
| 1 | 0.241 |
| 2 | 0.283 |